9
Properties=species:S:1:pos:R:3:forces:R:3 method="wB97M-V/def2-TZVPD" total_charge=-1 lumo_energy_ev=4.7048 energy_ev=-10099.7827 relative_energy_kcal_mol=14.6 homo_ev=-2.57 smiles="N[N-][N+](=O)[N-]O"
N 0.87555 1.58094 -0.80618 0.6111 -0.3895 -0.0935
N -0.43322 1.13355 -0.52988 0.1616 -1.6937 0.5295
N -0.36145 -0.17214 0.01913 -0.6053 2.1504 -0.1361
O 0.71699 -0.65588 0.51800 -0.2208 -0.2436 0.0318
N -1.51194 -0.70891 0.17704 -0.2841 -0.2744 -0.1909
O -1.45396 -1.78148 1.08951 0.6977 0.1926 -0.0279
H 1.50270 1.12752 -0.12347 -0.1574 0.3323 -0.3638
H 1.18032 1.22635 -1.72820 -0.0928 0.0855 0.3652
H -0.51501 -1.74995 1.38407 -0.1101 -0.1596 -0.1143

=====

15
Properties=species:S:1:pos:R:3:forces:R:3 method="wB97M-V/def2-TZVPD" total_charge=0 lumo_energy_ev=0.2202 energy_ev=-38153.4596 relative_energy_kcal_mol=0.0 homo_ev=-10.73 smiles="O=CNN(C=O)NS(=O)(=O)Cl"
O -1.98942 0.36173 -1.46152 0.9195 2.1771 2.9371
C -1.63405 1.00884 -0.46126 0.0267 -1.7403 -1.4036
N -0.44949 0.71255 0.25387 -1.5591 -0.4630 -1.6175
N 0.36210 -0.25486 -0.19111 2.5484 0.3155 -3.3187
C 0.27413 -1.58539 -0.06164 -0.7486 0.5347 2.6841
O 1.14818 -2.36361 -0.28539 0.9287 -1.0626 -1.5273
N 1.55775 0.08685 -1.12155 -2.4270 -1.9495 0.5680
S 2.60868 0.76383 -0.02892 1.9187 0.5708 -1.5352
O 1.97189 0.90254 1.22234 -0.1754 0.1727 1.1601
O 3.22905 1.90861 -0.62286 -0.2041 -0.9452 0.1730
Cl 3.97057 -0.72426 0.12839 0.3240 0.1498 0.1378
H -2.16903 1.84299 0.06012 0.0511 -0.4985 -0.6742
H -0.17695 1.16059 1.10770 0.0908 0.2699 0.2438
H -0.55415 -1.80392 0.56946 -1.4287 -0.6438 0.2894
H 1.79873 -0.92688 -1.60098 -0.2649 3.1123 1.8834

=====

17
Properties=species:S:1:pos:R:3:forces:R:3 method="wB97M-V/def2-TZVPD" total_charge=0 lumo_energy_ev=0.6920 energy_ev=-10910.1926 relative_energy_kcal_mol=147.2 homo_ev=-9.40
C -1.27014 -0.13194 -0.01201 1.2901 0.6100 1.2934
C -1.82613 1.93792 -1.53690 -0.2851 2.0332 0.9517
C 0.23221 0.09631 0.30642 1.0808 -2.4759 2.5263
C 0.52136 -0.94445 1.56861 0.3092 0.0922 -3.5260
C 1.14584 -0.27223 -0.84314 0.5103 1.5003 -2.9355
N -1.81720 0.77064 -0.97055 -1.8370 -1.2417 1.6181
O 0.32206 1.39706 0.76929 -0.1332 1.2540 0.1439
O -1.29921 1.00259 -2.31162 1.2798 -1.0407 -2.2392
H -1.26765 -1.11679 -0.44125 -0.7481 -0.6265 0.0266
H -1.83459 -0.07388 1.00096 0.5545 0.0893 -2.1151
H 1.18938 1.81708 0.73545 0.0139 -0.5411 -0.1749
H -0.36018 -0.90679 2.12423 -1.2897 -0.5136 1.2236
H 1.33678 -0.67288 2.17671 1.0417 0.8848 0.5706
H 0.80067 -1.95460 1.17667 -0.7559 0.6378 0.3049
H 1.04619 0.61448 -1.58275 0.1121 -1.5271 0.7788
H 0.81221 -1.18726 -1.39828 0.1017 0.7783 0.5962
H 2.26840 -0.37525 -0.76185 -1.2450 0.0868 0.9565

=====

38
Properties=species:S:1:pos:R:3:forces:R:3 method="wB97M-V/def2-TZVPD" total_charge=-1 lumo_energy_ev=2.5924 energy_ev=-27022.1998 relative_energy_kcal_mol=119.3 homo_ev=-6.91
O 1.72819 -1.52558 -0.71002 1.0209 -0.8996 -1.5233
H 3.39688 -0.27408 2.37230 0.7802 -0.1991 0.4446
H 0.04423 -2.73084 1.36077 0.0687 -0.4391 -0.0996
O -3.61799 -1.63726 1.25363 -1.3211 -1.2493 1.5368
H -3.65085 -1.63067 0.31694 0.4554 0.1785 -1.3008
H 2.08873 -0.35801 1.84105 0.4800 -0.2868 2.8247
O 1.90362 0.80960 -1.82103 1.1635 2.3167 -2.1155
H 2.27598 1.51857 -2.45590 -1.3936 -1.6745 1.4999
O 3.40943 0.17844 0.02676 5.6542 11.8657 0.3539
H 3.06696 -0.56893 -0.04051 -4.0988 -10.2109 -0.4631
H 3.08039 0.69885 -0.83172 0.0025 -1.1288 2.0403
O -3.21619 2.33051 0.99689 -0.8372 0.1438 -3.2769
H 1.26859 -1.18098 0.06034 0.1561 0.8377 -0.5979
H -2.81651 3.05968 1.45501 0.3330 0.1963 0.5683
O -1.33649 2.37091 2.58363 0.0243 -1.6666 0.7509
H -1.13270 1.57224 2.04337 -0.3181 0.8558 0.4552
H -0.82364 3.04780 2.19612 1.1166 1.0651 -0.5868
O 2.53817 -0.44805 2.77500 -0.7997 0.0315 -3.4771
H -1.99003 -2.26272 -1.40957 1.0235 -0.4883 0.2227
H 1.27167 -1.20256 -3.24707 0.9292 0.1738 1.2596
O -0.02561 -2.88373 2.30567 0.1033 -0.8954 0.6766
H -3.08770 2.56520 0.02186 -0.3937 -0.6194 1.9874
H 2.60145 1.54992 2.92983 -0.9873 -0.0403 1.6347
O 0.70246 -1.49042 -3.93700 -2.1370 2.7254 -1.6721
H -3.00827 -1.01947 1.60855 0.8337 0.9390 -0.0434
H -1.94363 -0.79101 -3.02722 0.1165 -0.3513 -0.2545
O -0.42209 0.91921 -1.00876 -0.5755 2.6505 -0.3008
H 0.81772 1.01614 -1.34613 -0.8526 -0.0756 -0.4984
H -0.97454 1.75280 -1.29165 1.9200 -2.2790 0.9775
O 1.93624 2.00517 3.52684 0.2725 1.9548 -3.9975
H 1.59352 2.60884 2.74857 0.4516 -1.3497 2.6547
H 0.18870 -0.57679 -4.08335 1.1540 -3.0625 0.4828
O -1.53731 0.06953 -3.09641 -2.5086 -0.3698 -4.2929
H -2.83757 -1.04107 -1.51060 -0.1411 -0.2430 0.0377
H 0.17926 -3.83109 2.49663 -0.2053 1.3043 -0.6387
O -2.89395 -2.01238 -1.52886 -0.9077 0.8438 -0.1925
H -1.08008 0.24395 -2.32549 2.2039 0.6793 3.6441
H 2.30300 -0.85171 -1.24845 -2.7864 -1.2328 1.2792